15
Properties=species:S:1:pos:R:3:forces:R:3 method="wB97M-V/def2-TZVPD" homo_ev=-11.1 fmax_ev_per_a=3.980 de_lowest_ev=2.054 smiles=O.O.O.O.O gap_ha=0.41299 charge=0
O 0.270 -0.082 -0.075 0.369 1.295 -0.127
H -0.192 -0.205 0.769 0.409 0.599 -0.247
H 0.483 0.888 -0.177 -0.773 -1.749 0.393
O 3.039 2.257 0.603 -1.522 -1.651 -0.872
H 2.960 3.159 0.824 0.270 1.829 0.564
H 2.114 2.078 0.299 1.366 -0.124 0.351
O 2.081 -2.643 -1.060 -2.258 -1.304 -3.006
H 2.626 -2.333 -0.403 1.928 1.541 2.118
H 1.964 -1.984 -1.768 0.301 -0.275 0.911
O -1.553 -2.292 1.395 1.608 -1.590 -2.040
H -1.066 -1.863 0.666 -0.053 -1.072 -0.173
H -1.854 -1.532 1.793 -1.667 2.504 2.100
O -3.309 1.412 -0.685 0.108 2.848 -1.385
H -4.059 0.897 -0.930 -0.875 -1.059 -0.069
H -3.503 2.241 -1.251 0.790 -1.792 1.482